{
  "formula": "C22H36F5N2O5P",
  "method": "ωB97M-V/def2-TZVPD",
  "elements": ["H", "N", "H", "F", "H", "C", "F", "H", "O", "H", "H", "H", "H", "C", "H", "H", "C", "H", "C", "C", "C", "F", "H", "C", "H", "C", "C", "H", "C", "O", "H", "O", "H", "H", "C", "H", "H", "H", "H", "C", "H", "C", "C", "C", "C", "C", "H", "O", "P", "C", "H", "H", "H", "H", "H", "H", "C", "O", "C", "N", "H", "H", "H", "H", "H", "F", "F", "C", "H", "C", "H"],
  "coordinates": [[0.766335, -2.601150, 3.307073], [-0.411017, 1.042427, -1.918690], [-0.882376, 0.909306, -2.812900], [2.954266, 0.629817, -0.822888], [1.268525, 0.173359, 2.687702], [-0.324602, -1.381702, 4.534560], [4.910071, -0.331676, -2.157539], [-0.708934, -0.385964, 4.686581], [-0.692057, -2.378913, -0.161256], [-3.010438, -0.307582, 1.396036], [-4.302858, -3.420371, -2.224037], [-2.036483, -3.020613, 1.257239], [-5.990877, -3.646216, -3.914197], [2.659010, -1.103905, 1.726661], [1.850727, 0.871761, 1.230176], [-4.361532, -0.299597, -4.781586], [1.536124, -0.064642, 1.658726], [-3.029447, 0.655709, -1.870574], [0.356646, -1.493069, -0.148162], [3.011973, 5.090599, 0.242822], [-1.119679, 0.569382, -0.976163], [5.591407, 1.507748, -1.222322], [-5.805696, -2.312494, -5.957287], [-4.051187, -3.019385, -3.206289], [0.162373, 1.540885, 0.334307], [-4.979520, -3.515137, -4.305509], [-0.525508, 0.711359, 0.416314], [2.208679, -2.092531, 1.749928], [-2.469501, -0.051921, -1.271642], [1.119301, 4.816089, 1.637784], [1.454143, 6.833909, 1.861093], [-4.179474, -1.592464, -3.181178], [-4.655897, -4.461446, -4.735410], [-2.144894, 0.320845, 3.361139], [-0.996903, -2.721563, 1.201870], [-5.885217, -0.830763, -4.044455], [-3.007279, -3.268332, -3.425231], [3.848229, 6.662600, 1.541460], [1.165142, 4.035285, -0.275924], [3.688466, -1.113658, 0.579420], [0.742969, -3.748379, 1.548232], [1.835575, 4.184677, 0.571283], [0.215640, -0.537136, 1.041928], [-0.642070, -1.412404, 2.002636], [-4.883224, -1.153463, -4.346929], [1.902681, 5.884843, 2.174521], [3.855312, 4.549292, -0.182812], [-3.130227, -1.826462, 3.191042], [-2.313727, -0.790866, 2.512084], [-0.015617, -1.861122, 3.321851], [1.880462, 5.835416, 3.263800], [-0.562384, -4.412437, 2.272675], [-4.042306, -2.397772, -5.896749], [3.456261, -1.806327, -0.218658], [-1.324640, 1.053415, 1.076623], [3.884306, 5.030018, 2.216540], [3.303911, 5.721423, 1.601217], [1.202879, -1.546335, -0.993782], [3.987673, 0.224718, -0.036419], [-0.245619, -3.928400, 1.443617], [-2.316705, -0.941066, -1.865563], [-3.052020, -0.323086, -0.404493], [3.210330, -1.028798, 2.656490], [-0.161031, -1.986507, 5.412487], [2.706554, 5.860761, -0.469024], [4.162705, 1.201495, 0.889079], [6.274761, -0.414047, -0.430496], [-4.947786, -2.348323, -5.287931], [2.179488, 3.204168, 0.920391], [5.225678, 0.226491, -0.974978], [4.630130, -1.469778, 0.993682]],
  "forces_ev_per_a": [[-0.48, -0.80, -0.20], [0.06, 0.07, 0.24], [-0.01, 0.02, -0.09], [0.10, 0.23, 0.04], [0.10, 0.19, 0.14], [0.42, -0.17, -0.66], [0.38, -0.05, 0.71], [-0.87, -0.18, 0.08], [0.10, 0.61, 0.30], [0.44, 0.20, -0.02], [0.00, 0.06, 0.03], [-0.26, 0.31, 0.10], [0.01, -0.01, 0.01], [0.03, -0.02, -0.65], [0.13, 0.04, -0.29], [0.03, 0.01, 0.05], [-0.31, -0.33, 0.73], [-0.24, 0.05, -0.10], [0.56, -0.74, -0.52], [-0.02, 0.11, -0.05], [0.14, 0.11, -0.41], [-0.03, -0.74, 0.14], [-0.02, 0.00, 0.02], [0.13, 0.02, -0.04], [0.30, 0.01, 0.03], [-0.13, 0.02, 0.04], [-0.68, -0.05, 0.24], [0.01, -0.24, 0.00], [0.57, 0.18, 0.21], [0.06, 0.01, 0.00], [0.05, 0.03, 0.03], [-0.15, -0.14, -0.17], [0.02, 0.01, -0.01], [0.28, 0.29, -0.50], [0.60, -0.62, -1.01], [-0.01, 0.01, -0.06], [-0.01, -0.06, 0.01], [-0.01, 0.01, -0.01], [-0.05, -0.01, 0.03], [0.60, -0.08, 0.50], [0.17, -0.05, -0.10], [-0.01, -0.14, 0.06], [-0.20, -0.10, -1.13], [-0.23, 0.03, 0.82], [-0.11, 0.00, 0.08], [-0.07, 0.07, -0.09], [0.00, -0.03, 0.02], [0.10, -0.22, -0.08], [-0.76, -0.43, 0.75], [-0.02, 1.09, 0.71], [-0.05, -0.04, 0.00], [-0.10, -0.01, 0.06], [-0.01, 0.01, -0.01], [-0.34, 0.06, -0.23], [0.03, 0.04, 0.19], [0.00, 0.01, 0.00], [0.05, -0.10, 0.06], [-0.39, 0.30, 0.41], [-0.47, -0.15, -0.70], [-0.18, 0.13, 0.34], [-0.06, -0.20, -0.12], [-0.13, -0.03, 0.07], [-0.03, 0.28, 0.23], [0.73, 0.25, 0.20], [0.00, -0.01, -0.01], [0.32, -0.05, 0.30], [-0.36, 0.18, -0.31], [0.13, -0.02, -0.05], [0.05, 0.00, -0.08], [-0.01, 0.78, -0.40], [0.13, -0.04, 0.08]],
  "mulliken_charge": [0.251, -0.606, 0.259, -0.264, 0.631, -1.027, -0.238, 0.248, -0.267, 0.048, 0.279, 0.637, 0.270, -0.654, -0.757, 0.274, -0.248, 0.656, -0.791, -0.557, 0.799, -0.249, 0.342, -0.436, -0.484, -0.558, -0.253, 0.000, -1.760, -0.459, 0.274, -0.305, 0.338, 0.145, -1.109, 0.293, 0.291, 0.387, 0.347, -1.520, 0.305, 0.105, 2.116, 2.282, -0.488, -0.465, 0.323, -0.773, 0.435, -0.752, 0.278, 0.311, 0.273, 0.458, 0.569, 0.230, -0.559, -0.484, 1.037, -0.691, 0.358, 0.114, 0.601, 0.293, 0.287, -0.343, -0.264, -0.561, -0.348, 0.543, 0.579],
  "e_tot_ha": -2186.21803,
  "homo_lumo_gap_ev": 9.93,
  "smiles": "[H]/N=C(\\C)C[C@]1(CCCC(F)(F)C(F)(F)F)C(=O)O[C@@H](N)[C@]1(C=C)[PH2]=O.C1CCOC1.C1CCOC1",
  "fmax_ha_per_bohr": 0.0258,
  "spin_multiplicity": 1
}